Record 1
180
Properties=species:S:1:pos:R:3:forces:R:3 method="wB97M-V/def2-TZVPD" total_energy_ha=-3987.61837 homo_ha=-0.276 orbital_gap_ev=7.17 largest_force_ev_per_a=2.667
Ca -8.24594 18.41759 -10.70541 2.2 -1.5 -0.5
O -6.39617 18.30982 -12.22930 -0.5 -0.1 0.9
C -6.13216 16.94273 -12.41201 -1.9 -0.3 0.0
C -6.43675 16.02026 -11.18068 1.2 -0.3 1.9
O -7.60283 16.16099 -10.38402 -0.9 1.7 -1.4
H -5.14035 16.71586 -12.82897 0.3 0.1 0.5
H -6.80662 16.57473 -13.21459 0.0 -0.1 0.0
H -5.65848 16.14615 -10.40246 0.7 0.4 -0.6
H -6.26487 14.95457 -11.41291 -0.4 0.0 -0.7
C -10.80934 15.33678 -15.61554 0.0 -0.1 0.6
O -9.57932 14.66938 -15.66494 0.4 -0.4 -0.5
C -8.42621 15.45784 -15.37637 -0.6 0.1 -0.4
C -7.18440 14.65187 -15.64267 -0.3 -1.3 0.9
N -7.05838 14.25732 -17.02285 0.4 0.4 -0.5
C -5.85946 13.46202 -17.28265 -0.9 -0.2 -0.1
C -5.95058 12.88118 -18.66262 0.7 -0.3 -1.3
O -6.92398 11.85783 -18.71714 -0.2 0.1 0.5
C -7.21954 11.42234 -20.02588 0.5 0.2 0.2
H -10.80541 16.32024 -16.09432 0.1 -0.1 -0.3
H -11.12568 15.50736 -14.57629 0.0 0.0 0.1
H -11.54317 14.67171 -16.06458 -0.1 0.1 -0.2
H -8.50609 15.76223 -14.32855 0.4 0.3 0.0
H -8.41818 16.30351 -16.07556 -0.1 0.3 0.3
H -7.23908 13.73836 -15.01845 0.0 0.1 0.2
H -6.29808 15.16607 -15.26270 0.0 0.3 -0.3
H -7.86624 13.72066 -17.31597 -0.1 0.0 0.2
H -5.80128 12.61011 -16.58983 0.3 0.1 0.2
H -4.97297 14.09158 -17.21029 0.1 -0.1 0.1
H -5.00064 12.45896 -19.02032 0.2 -0.1 0.5
H -6.13426 13.65687 -19.41872 -0.5 0.2 0.2
H -7.80356 12.18948 -20.53858 -0.2 -0.2 -0.2
H -7.72963 10.46609 -19.95145 -0.3 0.1 0.0
H -6.29945 11.23703 -20.59335 0.0 0.1 0.0
C -9.72996 13.83256 -11.78551 0.1 -0.4 0.0
O -10.18086 12.52244 -12.05332 -0.6 0.3 0.3
C -10.10480 12.22855 -13.41669 -0.4 -0.1 -0.4
C -10.68725 10.85872 -13.70542 0.3 -0.7 -0.1
N -12.14759 10.76047 -13.75331 0.1 0.8 0.4
C -12.79377 11.73554 -14.63462 -0.6 -1.6 -0.1
C -14.20165 11.22228 -14.94484 0.5 -0.3 0.7
O -14.02382 10.02559 -15.68296 0.1 -0.4 -0.4
C -15.10871 9.10778 -15.60474 0.1 1.0 -0.1
H -10.18322 14.56605 -12.46371 -0.1 0.0 0.0
H -8.64508 13.87813 -11.91654 0.1 0.3 0.2
H -10.01199 14.05155 -10.75961 0.2 0.1 0.1
H -9.05453 12.33000 -13.72543 -0.1 -0.4 -0.3
H -10.67271 12.94418 -14.03008 0.2 0.2 0.2
H -10.33821 10.16000 -12.94205 0.0 0.0 0.1
H -10.25472 10.50635 -14.65239 0.1 0.2 -0.1
H -12.41751 9.82129 -14.00423 0.1 0.0 -0.2
H -12.35171 11.72372 -15.64104 0.6 0.8 0.2
H -12.82256 12.66374 -14.07042 0.0 0.4 -0.6
H -14.77557 11.93029 -15.54631 -0.2 0.1 0.2
H -14.66294 10.99350 -13.97627 -0.4 0.1 -0.2
H -16.03467 9.69051 -15.59101 -0.2 -0.3 0.3
H -14.97727 8.49975 -14.70992 -0.4 -0.2 0.0
H -15.15876 8.50396 -16.50791 0.4 -0.1 0.0
C -2.93822 24.98962 -11.76032 -0.2 -0.3 0.1
O -3.83344 23.99659 -12.21179 0.0 0.2 -0.1
C -4.14538 23.03845 -11.21870 0.4 -0.1 -0.5
C -4.77907 21.85174 -11.92867 -0.8 0.0 1.0
N -4.90772 20.70245 -11.01302 0.4 -0.8 -0.4
C -3.62518 20.02366 -10.74185 0.3 0.5 -0.3
C -2.91647 19.56221 -12.03203 -0.2 -0.2 0.3
O -1.86657 18.63999 -11.80976 0.7 0.1 0.0
C -2.24878 17.30171 -11.64952 0.0 -0.6 0.5
H -2.79648 25.69677 -12.57316 0.1 0.0 0.0
H -1.98340 24.52798 -11.48822 0.1 0.1 0.0
H -3.32664 25.51728 -10.88276 -0.1 0.1 0.0
H -4.82179 23.48079 -10.48053 0.0 -0.2 0.2
H -3.22098 22.70926 -10.72685 0.0 0.1 0.1
H -4.25620 21.65549 -12.86347 0.1 0.0 -0.1
H -5.80940 22.14331 -12.14838 0.0 0.0 -0.4
H -5.39079 19.95276 -11.51427 -0.6 0.2 -0.1
H -3.77608 19.15526 -10.09991 -0.3 0.1 0.1
H -2.99162 20.73943 -10.21471 0.2 -0.3 0.1
H -2.47071 20.43069 -12.51606 0.1 -0.1 -0.2
H -3.64390 19.10268 -12.71057 -0.2 0.1 0.0
H -2.67942 16.83327 -12.53839 -0.4 0.5 -0.2
H -2.90325 17.16326 -10.78254 -0.4 0.0 -0.2
H -1.38916 16.66498 -11.42879 0.4 0.5 0.0
C -0.16114 21.11732 -4.71923 -0.3 1.2 0.7
O -0.92794 20.65761 -5.79831 0.2 -0.6 0.3
C -1.83500 21.60469 -6.28466 0.2 0.7 -1.3
C -2.67844 21.00957 -7.42638 -0.6 0.5 1.1
N -3.95899 20.40868 -7.02913 0.7 -0.3 -0.3
C -3.76872 19.16270 -6.29184 -0.7 0.4 0.5
C -5.13694 18.54459 -5.97189 0.7 -0.2 0.5
O -5.81629 18.01766 -7.09114 -0.2 -0.2 0.1
C -5.15128 16.89390 -7.61799 0.3 -0.7 -0.8
H 0.48832 21.96033 -4.98700 0.1 -0.1 -0.3
H 0.45360 20.36496 -4.23232 -0.1 -0.4 -0.5
H -0.83157 21.52020 -3.94558 0.0 -0.1 0.1
H -1.32100 22.45344 -6.76752 0.5 -0.1 0.2
H -2.44068 22.12501 -5.52830 -0.2 -0.6 0.4
H -2.06188 20.26412 -7.92531 -0.1 0.1 -0.3
H -2.92076 21.87254 -8.05135 0.1 -0.3 -0.4
H -4.40385 21.06371 -6.39408 -0.2 0.0 -0.1
H -3.23244 19.36098 -5.35268 -0.1 -0.3 0.1
H -3.14955 18.45933 -6.84722 0.0 0.1 -0.2
H -5.78226 19.26956 -5.47207 -0.1 0.2 -0.4
H -4.98902 17.76332 -5.21168 0.0 -0.2 -0.2
H -4.25211 17.16011 -8.18141 0.2 0.2 0.3
H -5.75581 16.36415 -8.35829 -0.5 0.4 0.2
H -4.89891 16.13391 -6.86975 0.1 0.3 0.3
C -3.64134 13.99580 -13.02819 -0.9 0.4 1.0
O -2.58886 13.29194 -12.42461 0.2 0.0 -0.4
C -2.16974 12.13791 -13.12242 -0.3 0.0 -0.3
C -0.98344 11.60137 -12.34543 0.6 -0.1 -0.2
N -0.55434 10.29038 -12.76033 -0.8 -0.8 -0.3
C -0.23724 10.05981 -14.16251 0.1 0.3 0.6
C 0.87725 10.93539 -14.72609 -0.7 0.6 -1.0
O 2.20215 10.50533 -14.49834 -0.3 0.0 0.3
C 2.68597 10.97555 -13.26274 0.3 0.7 0.4
H -3.57183 14.15428 -14.10657 0.3 -0.2 -0.1
H -3.72451 14.96101 -12.52689 0.4 0.1 -0.2
H -4.61334 13.56135 -12.75993 0.0 -0.5 -0.5
H -1.94671 12.38111 -14.16999 0.3 0.2 0.0
H -2.96505 11.38702 -13.21896 -0.1 -0.1 0.5
H -1.30524 11.58616 -11.30409 0.2 -0.1 0.0
H -0.13880 12.29923 -12.43066 -0.3 0.4 0.1
H -0.10684 9.71074 -12.07908 0.2 0.1 0.0
H -1.15227 10.23221 -14.73723 0.1 0.2 -0.2
H -0.00617 9.00918 -14.34057 0.2 0.0 0.2
H 0.74340 11.98416 -14.43126 0.1 -0.1 0.6
H 0.69439 11.05216 -15.80164 0.5 -0.6 -0.1
H 3.75480 10.78203 -13.18890 -0.1 -0.3 -0.1
H 2.16715 10.58901 -12.38100 0.0 -0.4 -0.2
H 2.58318 12.06633 -13.16927 -0.1 0.0 -0.3
C -10.17547 14.57122 -7.48622 -0.4 0.6 0.5
C -9.05572 15.38834 -6.84791 0.4 -0.6 -0.1
C -7.82086 14.48982 -6.68794 0.0 0.5 -0.5
O -8.13222 13.39212 -5.86895 -0.1 -0.1 0.1
C -7.12042 12.43012 -5.86656 0.8 -0.6 -0.3
N -8.75657 16.55055 -7.67471 0.4 0.2 0.0
H -10.56161 13.82768 -6.79121 0.2 -0.3 -0.2
H -9.83711 14.12506 -8.42166 0.1 -0.2 0.1
H -11.02044 15.21796 -7.73128 0.0 0.1 0.0
H -9.27182 15.76779 -5.84446 -0.5 -0.2 -0.1
H -6.98916 15.09485 -6.29752 0.0 -0.1 0.3
H -7.48533 14.17193 -7.68668 -0.1 -0.2 0.0
H -6.16260 12.83442 -5.51800 -0.1 0.1 0.2
H -6.91621 12.00000 -6.85776 -0.2 0.3 -0.2
H -7.37851 11.55920 -5.26484 -0.3 0.3 0.3
H -8.01096 17.06492 -7.20375 -0.1 0.1 -0.2
H -8.33975 16.25078 -8.56845 0.0 -0.1 0.0
C -12.34523 16.62633 -9.97975 -0.4 -0.6 -1.1
C -10.99123 17.07543 -10.52456 -0.5 1.0 -0.1
C -11.10575 17.66079 -11.95235 0.3 -0.2 0.7
O -9.77243 18.02231 -12.37957 -1.7 -0.9 -0.5
C -9.71133 18.34700 -13.77389 1.4 1.4 -0.2
N -10.40096 18.12665 -9.64690 -0.8 -0.1 0.7
H -13.13884 17.28745 -10.34047 0.0 0.2 0.3
H -12.40714 16.52032 -8.90064 0.3 0.2 0.1
H -12.60880 15.65222 -10.40377 0.1 -0.1 0.1
H -10.28182 16.24854 -10.57320 0.1 0.0 0.1
H -11.73278 18.55685 -12.01489 -0.1 0.1 0.3
H -11.57932 16.92539 -12.60714 0.4 -0.1 -0.2
H -8.73658 18.01802 -14.12858 -0.2 -0.3 -0.1
H -9.63260 19.43477 -13.85573 -0.3 0.0 -0.1
H -10.50949 18.02083 -14.43777 -0.2 -0.5 0.6
H -10.36580 17.69685 -8.71434 0.9 -0.1 -0.1
H -11.09705 18.85361 -9.46784 0.0 0.0 -0.6
C -4.90864 20.41804 -15.54092 0.6 -0.6 -0.5
C -6.23990 19.79404 -15.96680 0.2 0.5 1.0
C -6.07213 18.28612 -16.17373 0.2 0.7 -0.6
O -5.14316 18.10912 -17.22659 0.3 -0.2 0.2
C -4.84171 16.74153 -17.40982 -0.9 0.1 -0.5
N -7.22819 19.96250 -14.88366 0.0 -1.1 0.1
H -4.99725 21.40797 -15.09744 -0.2 0.2 -0.4
H -4.23415 20.41179 -16.40252 0.1 0.3 0.2
H -4.42303 19.80852 -14.77319 -0.1 -0.2 0.0
H -6.56555 20.24678 -16.90601 -0.2 0.0 0.1
H -7.01681 17.80255 -16.45153 -0.1 0.1 0.2
H -5.68840 17.85249 -15.24029 0.0 -0.1 0.1
H -4.11553 16.64238 -18.21335 0.3 0.1 0.2
H -5.74226 16.21191 -17.75602 0.1 0.0 0.2
H -4.52239 16.28145 -16.46950 0.3 0.0 -0.1
H -7.19492 20.86052 -14.41497 0.3 0.3 -0.5
H -6.85337 19.33254 -14.15961 -0.5 0.1 0.3

Record 2
25
Properties=species:S:1:pos:R:3:forces:R:3 method="wB97M-V/def2-TZVPD" total_energy_ha=-953.82671 homo_ha="-0.241 / -0.241" orbital_gap_ev="5.38 / 5.38" e_above_lowest_ev=2.880 largest_force_ev_per_a=3.846
C 3.15263 0.99458 -0.77932 -0.1 -0.2 0.6
C 3.19634 0.57696 0.56179 1.4 -1.0 0.4
C 1.96109 1.07353 -1.47786 -0.5 0.1 1.7
C 2.03657 0.15390 1.16001 -0.2 1.8 0.3
C 0.75912 0.86873 -0.81046 0.5 -0.4 0.0
C 0.83512 0.44552 0.52933 -1.5 0.2 -0.7
C -1.51645 -2.54026 0.01348 3.0 1.1 2.2
C -0.61156 1.27142 -1.29628 -0.2 0.2 3.6
C -1.41275 1.29763 0.14482 0.7 0.3 -0.9
C -0.49384 0.61110 1.08194 -0.6 -0.8 1.5
C -2.80290 -3.07037 -0.30162 0.2 -0.2 -1.4
N -0.56524 -2.00725 0.43279 -1.7 -1.4 -1.1
O -0.88143 0.25629 2.32368 0.6 0.9 -2.0
S -3.12818 0.94602 -0.01413 -1.0 -0.7 0.3
H 4.05355 1.32832 -1.22052 0.8 0.3 -0.6
H 4.14007 0.52466 1.21076 -1.3 0.2 -1.5
H 1.82905 1.57069 -2.38118 0.6 0.4 -1.9
H 2.07145 0.06547 2.21730 -0.1 -0.8 0.9
H -0.61241 2.28366 -1.63187 0.2 0.7 -0.6
H -1.19137 0.66815 -1.97762 0.2 -0.5 0.0
H -1.49341 2.34131 0.59350 0.7 -0.7 -0.5
H -3.01987 -4.05978 0.10348 0.1 0.4 0.5
H -2.72538 -3.24852 -1.39610 -0.9 0.6 0.4
H -3.41769 -2.23021 0.05310 -0.7 -0.6 -0.6
H -0.16251 -0.12152 2.86097 -0.1 0.0 -0.5

Record 3
16
Properties=species:S:1:pos:R:3:forces:R:3 method="wB97M-V/def2-TZVPD" total_energy_ha=-425.12547 homo_ha=-0.343 orbital_gap_ev=10.17 e_above_lowest_ev=2.167 largest_force_ev_per_a=1.382
O 1.90391 -1.35267 -0.27830 0.4 0.6 -0.4
C 0.88992 -0.57303 0.28970 -0.6 -0.2 1.2
C 1.23053 0.88923 0.05925 -0.7 0.8 -0.5
N -0.06804 1.62612 -0.15124 0.9 -0.5 0.5
C -1.01137 0.65071 -0.64643 0.3 0.2 -0.1
C -1.67962 -0.22817 0.32735 -0.2 -0.5 1.2
F -2.88184 -0.78730 -0.01134 -0.1 0.0 -0.2
C -0.47550 -0.73992 -0.37179 0.3 -0.7 -1.0
H 1.77101 -2.25433 -0.03484 -0.1 -1.0 0.2
H 0.77159 -0.81874 1.38383 0.3 0.3 -0.7
H 1.81067 1.34281 0.85089 0.0 0.1 0.3
H 1.83327 0.96339 -0.85572 -0.2 -0.1 0.1
H -0.38397 2.03179 0.72641 0.0 -0.1 -0.2
H -1.49274 0.84925 -1.58037 -0.3 0.1 -0.4
H -1.65031 -0.04439 1.41690 0.1 0.1 -0.6
H -0.56751 -1.55476 -1.12432 -0.1 0.8 0.7

Record 4
7
Properties=species:S:1:pos:R:3:forces:R:3 method="wB97M-V/def2-TZVPD" total_energy_ha=-1003.86711 homo_ha="-0.303 / -0.392" spin_multiplicity=3 orbital_gap_ev="6.95 / 7.11" e_above_lowest_ev=0.000 largest_force_ev_per_a=3.518
C -0.35506 -0.92593 -0.43465 2.3 -1.0 2.5
O 0.17015 0.25418 -0.06190 0.3 1.8 0.4
O -1.31317 -0.68740 -1.30464 -1.4 -0.3 -1.0
O 0.04218 -2.00484 -0.03131 -1.2 1.4 -1.1
P 1.76616 2.50486 1.64318 0.2 1.7 -0.1
S 1.39265 0.64472 1.49795 -1.1 -2.9 -1.0
H -1.70290 0.21441 -1.30862 0.9 -0.7 0.3